No. 1
Entry from the Open Molecules 2025 dataset: an isolated molecule of C9H12N2S (the ωB97M-V functional and the def2-TZVPD basis).

```
24
Properties=species:S:1:pos:R:3:forces:R:3:mulliken_charge:R:1
S -2.4755 2.9474 1.9379 0.208 -0.207 0.073 -0.222
N -0.7480 1.6524 0.3205 0.132 0.298 -0.554 -0.217
N 1.6262 0.2302 0.4676 -0.183 0.402 0.388 -0.268
C 2.6470 -0.6160 1.0258 0.283 -0.045 -0.067 -1.021
C -2.0432 0.2936 1.8388 -0.023 0.007 -0.080 -0.899
C 0.9210 -1.2016 -1.3715 0.157 -0.086 0.096 -0.562
C -0.0221 -1.5266 -2.3271 -0.092 0.032 0.036 -0.702
C -1.4301 0.2361 -1.5519 0.113 -0.102 0.021 -0.083
C -1.2067 -0.8135 -2.4258 -0.019 0.004 -0.077 -0.714
C 0.7050 -0.1553 -0.4673 -0.203 0.092 -0.212 0.087
C -1.7244 1.4629 1.2897 -0.285 0.286 0.508 0.549
C -0.4984 0.5657 -0.5836 0.103 -0.061 -0.067 0.422
H 3.6426 -0.2236 0.7951 0.006 -0.160 0.033 0.287
H 0.1758 -2.3437 -3.0064 0.018 -0.043 -0.041 0.367
H -1.5712 -0.6182 1.5196 0.167 -0.158 -0.083 0.289
H -0.8075 2.5484 -0.1541 0.039 -0.232 0.207 0.230
H -1.9432 -1.0613 -3.1724 -0.072 -0.052 -0.105 0.379
H 2.5714 -1.6243 0.6239 0.025 -0.015 0.054 0.344
H -2.3478 0.8044 -1.6086 -0.087 0.065 0.045 0.397
H -2.4014 3.6656 0.8127 -0.051 0.029 -0.109 0.103
H 1.3057 0.9771 1.0671 -0.060 -0.078 -0.127 0.298
H -2.7835 0.2294 2.6129 -0.206 0.053 0.106 0.302
H 2.5485 -0.6786 2.1123 -0.007 -0.020 -0.045 0.307
H 1.8479 -1.7560 -1.3360 0.038 -0.010 -0.002 0.328
```
Positions in Å, forces in eV/Å.

Computed properties:
- HOMO energy (eV) = -7.767
- orbital gap (eV) = 8.51
- calculated total energy (eV) = -23342.46442
- SMILES = C=C(S)Nc1ccccc1NC
- multiplicity = 1

No. 2
Entry from the Open Molecules 2025 dataset: an isolated molecule of C6H9N in a non-equilibrium geometry (the ωB97M-V functional and the def2-TZVPD basis).

```
16
Properties=species:S:1:pos:R:3:forces:R:3:mulliken_charge:R:1
N 0.3881 2.0676 -1.1005 -0.871 -2.088 1.246 -0.003
C -0.2415 -2.1555 0.6468 0.434 0.277 0.801 -1.094
C 1.0943 0.5890 0.4479 0.299 0.569 -0.835 -0.494
C -1.2146 -0.9240 0.4760 3.543 -0.078 -2.704 -0.288
C 1.4522 1.7001 -0.3365 -0.735 -0.937 0.514 -0.695
C -0.1657 0.1965 0.0415 -5.549 1.286 -1.408 0.622
C -0.6651 1.1666 -0.8580 4.161 0.327 0.914 -1.023
H -1.9874 -1.0077 -0.3455 1.025 -0.128 0.900 0.263
H -1.6886 -0.6086 1.3473 -0.794 0.135 1.656 0.332
H 0.7966 -1.9018 0.3418 -0.819 -0.006 -0.232 0.323
H 1.5393 0.0494 1.2541 1.093 0.148 0.057 0.427
H -0.0766 -2.3847 1.7036 -0.437 -0.121 0.072 0.277
H -1.5025 1.4466 -1.3802 -2.328 -0.384 -0.789 0.414
H 0.3390 2.7518 -1.8181 0.345 0.452 -0.267 0.178
H -0.4557 -3.0880 0.1489 -0.604 -0.168 -0.212 0.335
H 2.3881 2.1027 -0.5693 1.235 0.716 0.287 0.427
```
Positions in Å, forces in eV/Å.

Computed properties:
- HOMO energy (eV) = -7.882
- orbital gap (eV) = 8.94
- calculated total energy (eV) = -7856.61819
- SMILES = CCc1cc[nH]c1
- multiplicity = 1

No. 3
Entry from the Open Molecules 2025 dataset: a structure of composition C22H41Cl3N3O5SiW in a non-equilibrium geometry (the ωB97M-V functional and the def2-TZVPD basis).

```
76
Properties=species:S:1:pos:R:3:forces:R:3:mulliken_charge:R:1
W -0.0197 0.6569 0.3462 1.138 -3.168 -1.376 2.019
Cl -2.3911 0.9303 0.6181 2.809 -0.097 -0.541 -0.269
Cl -0.9028 1.8163 -3.4039 0.133 -0.034 -0.302 -0.152
Cl 1.3971 1.8757 -1.1484 -2.491 -0.960 1.731 -0.194
Si -0.4753 3.8840 -3.4583 -0.073 1.587 -1.135 0.432
O -0.0206 -0.5838 2.0737 0.124 1.377 -2.501 -0.394
O 0.1989 2.3389 1.5180 -0.111 -2.880 -1.400 -0.959
O -0.7050 0.7459 3.7809 0.688 -1.707 -1.193 -0.734
O -0.4358 -0.9454 -0.7914 1.738 5.435 4.010 0.536
O 2.0233 -0.0685 0.6433 -2.182 1.458 -0.013 -0.727
N -0.5595 -1.0043 5.5585 0.254 -0.595 0.798 -0.069
N 2.7063 -1.8381 -0.6552 0.381 1.465 2.157 0.315
N -0.2243 4.3452 2.4182 -0.304 -1.549 -1.384 0.259
C -1.0805 -2.8165 -1.9585 1.017 -0.990 0.079 0.043
C 0.2194 -3.3133 0.9371 0.770 -0.223 -0.095 1.005
C 0.4444 -4.2553 1.9475 -0.010 0.236 -0.197 -1.116
C 1.0192 4.2968 3.1756 0.632 0.209 0.443 -0.910
C 3.3686 -3.1461 -0.6921 -0.015 -0.409 0.480 -0.852
C -0.5631 3.3509 1.6138 -0.332 2.876 1.609 0.165
C 2.5114 -1.1572 -1.9360 -0.416 0.177 -0.387 -1.062
C -1.5320 -2.0494 -3.1523 -0.256 0.379 -0.395 -1.618
C -0.6436 -4.8120 2.6207 0.042 0.023 0.059 -0.815
C -0.0318 -4.6391 -3.3329 0.327 -0.256 -0.565 -1.701
C -1.9406 -4.3862 2.3008 -0.050 -0.135 0.300 -0.918
C -2.1411 -3.4202 1.3188 0.013 0.304 -0.280 -0.744
C -0.9888 4.8029 -5.0334 -0.233 -0.646 0.148 -1.032
C -0.3573 -0.3424 3.2873 -0.934 1.896 1.692 0.693
C -1.2864 -2.0602 -0.6522 -1.199 -2.204 -0.337 -0.214
C 1.3460 4.3891 -3.4041 -0.012 -0.586 0.380 -0.867
C -0.3186 -1.5653 4.2132 0.220 0.541 -0.612 -0.552
C -0.3902 -3.9796 -2.0488 -1.014 0.868 0.115 0.275
C 2.5110 -1.2172 0.5310 0.967 -2.671 -1.931 0.163
C -1.5493 4.4748 -2.0444 0.053 0.037 0.077 -0.463
C -1.0574 -2.8983 0.6047 -0.096 0.061 -0.192 0.249
C -0.9970 5.5784 2.4549 -0.619 0.629 -0.082 -0.834
H -0.8044 -5.3477 -3.6724 0.168 0.209 0.170 0.333
H -2.5975 4.4561 -2.3906 0.374 0.029 0.236 0.352
H 1.8519 4.6928 2.5718 -0.329 -0.126 0.147 0.334
H -1.3512 -1.4692 6.0067 -0.101 0.274 0.113 0.385
H -0.9927 5.8820 -4.8078 0.018 -0.314 0.044 0.319
H 1.9489 3.6818 -2.8207 0.222 0.418 -0.239 0.172
H -2.3305 -1.7111 -0.6358 0.136 0.373 0.055 0.655
H 0.1469 -3.9250 -4.1495 -0.083 -0.254 0.270 0.430
H 0.8947 4.9420 4.0530 0.079 -0.237 -0.212 0.368
H 0.8858 -5.2260 -3.1994 -0.205 0.069 -0.081 0.386
H 2.6649 -3.9574 -0.9320 0.040 0.376 -0.034 0.265
H -1.4590 3.8142 -1.1688 -0.056 0.192 -0.117 -0.235
H 1.7477 4.4557 -4.4320 -0.204 -0.162 0.527 0.323
H -1.4946 3.4445 1.0387 0.313 -0.083 0.246 0.326
H -1.2734 5.5041 -1.7773 -0.183 -0.208 0.035 0.362
H 3.7885 -3.3395 0.3039 0.031 -0.083 -0.388 0.305
H -0.9101 -1.1501 -3.3024 -0.183 -0.206 -0.070 0.238
H -0.4544 6.4012 1.9592 -0.077 -0.439 0.162 0.358
H 0.2516 -1.1626 6.1706 -0.256 0.310 -0.058 0.367
H -2.8023 -4.8261 2.8186 0.390 0.196 -0.279 0.457
H -2.5662 -1.6944 -3.0241 0.225 -0.096 -0.047 0.345
H 2.6408 -0.0725 -1.8412 0.239 -0.600 0.060 0.252
H 3.2430 -1.5730 -2.6327 -0.182 0.214 0.051 0.465
H -1.9494 5.4126 1.9338 0.265 0.171 0.209 0.317
H 4.1573 -3.1385 -1.4493 -0.083 0.072 0.268 0.426
H 2.8079 -1.7748 1.4451 -0.023 0.290 -0.644 0.336
H 1.0541 -2.9439 0.3248 -0.692 -0.423 0.547 0.252
H -0.7386 0.0185 5.4027 -0.054 -0.246 0.193 0.345
H 0.6422 -2.0713 4.1612 -0.065 -0.051 -0.012 0.256
H 1.2597 3.2754 3.4936 -0.202 0.313 -0.148 0.281
H -0.1367 -4.5448 -1.1615 0.008 0.143 0.158 0.639
H 1.4311 5.3910 -2.9490 -0.073 -0.369 -0.112 0.344
H -1.9842 4.5273 -5.3973 0.150 0.121 -0.008 0.326
H -1.1883 5.8777 3.4966 0.054 -0.262 -0.368 0.346
H -1.4988 -2.6521 -4.0642 -0.033 0.229 0.217 0.470
H -0.2562 4.6395 -5.8386 -0.291 -0.012 0.251 0.316
H -0.4790 -5.5854 3.3793 -0.137 0.319 -0.324 0.448
H -3.1400 -3.0859 1.0488 0.008 -0.197 0.140 0.514
H 1.4957 -1.3366 -2.3186 0.330 -0.121 0.055 0.304
H -1.1103 -2.2523 3.9426 -0.090 -0.233 -0.164 0.062
H 1.4716 -4.5636 2.1638 -0.406 -0.043 -0.007 0.498
```
Positions in Å, forces in eV/Å.

Computed properties:
- HOMO energy (alpha / beta) (eV) = -16.230 / -16.230
- total charge = +3
- orbital gap (alpha / beta) (eV) = 4.06 / 4.06
- calculated total energy (eV) = -85434.69326
- multiplicity = 1

No. 4
Entry from the Open Molecules 2025 dataset: an isolated molecule of C19H12N2S2 in a non-equilibrium geometry (the ωB97M-V functional and the def2-TZVPD basis).

```
35
Properties=species:S:1:pos:R:3:forces:R:3:mulliken_charge:R:1
S -1.2298 -1.5680 -2.3279 0.758 -0.744 0.711 -0.264
S -0.6556 -5.9070 -3.4959 -0.355 0.886 0.058 -0.154
N 1.1922 2.0207 2.7758 0.965 -1.669 1.398 -0.070
N 2.2338 -1.4259 2.1404 -1.774 1.875 -1.427 -0.529
C 0.7800 0.3269 0.8742 -1.025 -0.142 -1.873 0.973
C 1.2259 5.5955 4.0314 -0.382 -2.374 -0.758 -0.493
C 0.6678 6.1249 2.8549 0.467 -0.166 -0.585 -0.493
C -2.0443 -6.4253 -4.3430 -1.092 -0.145 -0.668 -0.349
C 0.7932 1.6912 1.4717 -0.654 1.416 0.281 0.075
C 0.4228 5.3042 1.7520 -0.372 0.288 1.228 -0.611
C 0.8392 -2.3636 -0.9976 -0.587 -0.857 0.916 -0.692
C -0.7161 -3.2497 -2.5045 1.088 -0.191 1.066 0.535
C 0.3598 -3.5305 -1.6901 0.025 1.911 0.040 -0.632
C 1.4502 4.1845 4.1376 -0.234 1.616 0.998 -0.727
C -3.0037 -5.4594 -4.4959 0.744 1.328 0.724 -0.533
C 1.5528 -0.6655 1.5547 1.798 -1.820 1.420 -0.189
C 0.1042 0.0250 -0.3282 1.001 -0.935 1.768 -0.317
C 0.0142 -1.2681 -1.0623 0.359 0.459 -0.467 0.118
C 0.3582 2.8815 0.9360 0.150 -0.151 -0.003 -0.616
C -1.3399 -4.3004 -3.2798 -1.523 0.163 -0.581 0.509
C 1.0780 3.3779 3.0771 0.672 -1.358 -0.680 -0.318
C 0.5998 3.9179 1.9227 -1.475 1.549 -3.187 1.019
C -2.5959 -4.2129 -3.8419 -0.049 -0.965 -0.305 -0.426
H 1.6785 1.3733 3.3932 -0.305 0.172 -0.364 0.246
H -3.2380 -3.3192 -3.7283 0.523 -0.653 -0.247 0.308
H 0.0154 5.7375 0.8409 0.144 -0.252 0.086 0.357
H 1.4084 6.2521 4.8503 0.281 0.164 0.532 0.405
H 1.6788 -2.4238 -0.3104 -0.116 0.116 -0.171 0.365
H 1.8161 3.7515 5.0656 0.095 0.159 -0.151 0.346
H -0.5132 0.8013 -0.7158 -0.291 0.597 -0.254 0.356
H -0.1241 3.0321 -0.0277 0.355 -0.026 0.241 0.370
H -3.9362 -5.5285 -5.0584 0.361 -0.319 0.294 0.363
H 0.5072 7.2009 2.7827 0.001 -0.276 0.008 0.357
H 0.7684 -4.5141 -1.5142 0.087 -0.011 -0.285 0.312
H -2.1479 -7.4371 -4.7393 0.361 0.353 0.238 0.400
```
Positions in Å, forces in eV/Å.

Computed properties:
- HOMO energy (eV) = -7.623
- orbital gap (eV) = 6.58
- calculated total energy (eV) = -44546.91824
- SMILES = N#C/C(=C\c1ccc(-c2cccs2)s1)c1cc2ccccc2[nH]1
- multiplicity = 1

No. 5
Entry from the Open Molecules 2025 dataset: the ion C22H37BNO9P2 with charge +1 in a non-equilibrium geometry (the ωB97M-V functional and the def2-TZVPD basis).

```
72
Properties=species:S:1:pos:R:3:forces:R:3:mulliken_charge:R:1
P 1.4909 0.6242 -3.2140 -1.136 -0.185 -0.256 -0.134
P 2.4049 2.4950 -3.8543 0.845 0.073 -0.261 0.990
O 2.1295 -0.3692 3.6350 0.633 0.039 -0.440 -0.501
O 5.0907 -0.5193 0.9768 -0.029 0.337 -0.013 -0.479
O 1.1944 3.4163 -4.3281 -0.201 -0.114 0.352 -0.486
O 2.8980 3.2071 -2.5137 -0.384 0.128 -0.091 -0.431
O 3.5753 -1.9805 1.7594 -0.066 -0.511 0.245 -0.412
O 3.4082 -0.9694 -1.5064 0.126 -0.129 -0.086 -0.643
O 3.4405 2.2710 -4.8555 -0.109 -0.170 -0.125 -0.642
O -5.2968 1.4959 -0.0825 0.142 -0.156 -0.315 -0.341
O 2.1180 1.9703 3.6933 0.580 0.069 -0.177 -0.490
N 0.9091 1.4571 -0.6576 0.348 -0.191 0.105 0.652
C -0.0377 2.1997 -1.3134 -0.114 -0.235 0.213 -0.409
C 2.7566 -0.0795 0.6212 0.102 0.021 -0.149 0.549
C 1.7142 0.6474 -1.4096 0.417 -0.049 -0.293 0.384
C -4.2297 0.8419 0.5679 -0.066 0.062 0.118 -0.425
C -1.2980 1.5708 1.6268 0.068 0.023 -0.816 -0.001
C 3.0968 -0.5564 4.6843 -0.453 -0.165 0.316 -0.786
C -0.6488 -3.0635 -0.4384 -0.037 0.286 0.274 -1.536
C 3.0568 -2.3935 -1.4758 -0.441 0.269 0.196 -0.826
C -3.8012 1.5549 1.8526 0.475 -0.382 0.045 -0.889
C 1.9380 0.7599 1.3824 -0.036 0.059 -0.060 0.419
C -2.5537 2.4297 1.6727 -0.265 -0.396 0.568 -0.706
C 0.8871 -3.0442 -0.3129 -0.228 -0.236 0.132 2.016
C -0.0130 2.3965 1.3826 -0.124 -0.142 0.282 -1.776
C -6.5485 0.8202 -0.0067 -0.097 0.315 -0.031 -0.180
C 1.5594 -2.6752 -1.6476 0.091 -0.872 -0.190 0.749
C -0.9540 2.7625 -1.8252 -0.023 0.347 -0.226 -0.700
C 2.6382 -0.1551 -0.7675 -0.264 -0.022 0.115 0.075
C 1.4064 -4.3832 0.2511 -0.104 0.252 0.078 -1.890
C 3.8295 -0.9578 1.2235 -0.051 0.190 -0.055 -0.652
C 1.4126 -3.8263 -2.6634 -0.202 0.665 -0.133 -1.867
C -7.4817 1.3856 -1.0780 0.110 -0.402 0.189 -1.083
C 0.9972 1.5292 0.7064 0.020 0.353 0.182 0.343
B 2.0825 0.8082 2.9802 -0.507 -0.126 0.219 1.122
H -1.0832 -2.1948 0.0594 -0.059 0.092 -0.086 0.261
H -3.3948 0.8064 -0.1410 0.066 0.063 -0.021 0.176
H -6.9667 0.9684 0.9924 -0.057 -0.099 0.075 0.276
H 1.4128 -4.3278 1.3378 -0.014 -0.105 0.065 0.398
H -4.6253 2.1251 2.2740 -0.141 0.060 -0.168 0.401
H 2.5710 -0.7182 5.6208 0.015 0.056 0.081 0.277
H 3.1878 4.1097 -2.7193 0.132 0.046 0.227 0.354
H 1.1264 -2.2952 0.4459 0.178 0.174 -0.139 -0.560
H 2.4209 -4.6189 -0.0636 0.074 -0.038 0.009 0.404
H -6.9612 2.1517 -1.6446 -0.050 0.183 0.055 0.300
H -2.6385 2.9927 0.7427 0.031 0.273 0.061 0.315
H -8.3875 1.7807 -0.6287 -0.053 0.196 -0.111 0.293
H -6.4086 -0.2513 -0.1638 0.138 -0.064 0.063 0.296
H -2.4864 3.0985 2.5317 0.054 0.316 -0.168 0.359
H -1.7007 3.3476 -2.3105 -0.096 -0.063 0.000 0.491
H 3.6746 -1.4474 4.4533 0.003 -0.027 -0.110 0.257
H 3.7531 0.3053 4.7808 -0.009 0.084 0.031 0.351
H -1.3975 0.8842 0.7783 -0.078 -0.120 0.041 0.088
H 3.6274 -2.8426 -2.2800 0.214 0.189 -0.050 0.468
H -7.7649 0.5993 -1.7745 -0.085 0.022 -0.078 0.303
H 5.4405 0.0032 1.7102 0.152 -0.088 0.039 0.401
H 0.3790 2.7619 2.3244 0.016 -0.020 0.080 0.694
H 3.3890 -2.7896 -0.5208 0.184 -0.164 -0.049 0.237
H 2.4485 -0.2950 -3.6444 0.445 0.199 0.301 0.104
H 1.7114 -3.4630 -3.6475 0.189 -0.137 -0.048 0.538
H -0.9985 -3.0533 -1.4690 0.031 -0.051 -0.084 0.351
H 0.3681 -4.1113 -2.7625 -0.005 -0.265 0.106 0.368
H 2.3844 2.7498 3.1971 -0.148 0.114 0.038 0.333
H 0.7550 -5.2076 -0.0296 0.065 -0.093 -0.150 0.471
H 0.4778 2.9118 -4.7315 -0.021 0.144 -0.221 0.376
H -0.2428 3.2690 0.7763 0.002 0.007 -0.101 0.437
H 1.0344 -1.8297 -2.1001 0.090 0.218 0.148 0.004
H -1.0835 -3.9320 0.0514 0.002 -0.086 -0.019 0.410
H -1.1902 0.9381 2.5075 0.006 0.101 0.161 0.553
H -3.5501 0.7874 2.5905 -0.063 0.041 0.146 0.463
H -4.4758 -0.1998 0.7871 -0.193 -0.024 -0.033 0.363
H 2.0225 -4.6835 -2.3959 -0.034 -0.138 -0.002 0.378
```
Positions in Å, forces in eV/Å.

Computed properties:
- HOMO energy (eV) = -11.702
- total charge = +1
- orbital gap (eV) = 7.17
- calculated total energy (eV) = -62580.79380
- SMILES = C#C[n+]1c(CCCCCOCC)c(B(O)OC)c(C(=O)O)c(OC[C@@H](C)C(C)C)c1PP(=O)(O)O
- multiplicity = 1

No. 6
Entry from the Open Molecules 2025 dataset: an isolated molecule of C7H15N3OS in a non-equilibrium geometry (the ωB97M-V functional and the def2-TZVPD basis).

```
27
Properties=species:S:1:pos:R:3:forces:R:3:mulliken_charge:R:1
S -4.6926 0.1657 -0.3114 0.306 1.761 -0.716 -0.245
O -3.4104 -1.9559 0.2200 -1.935 -1.797 0.114 -0.542
N -2.0620 -0.2204 0.2989 1.449 -0.472 0.176 -0.335
N -0.8843 1.3751 1.5552 0.520 0.694 -1.636 -0.698
N 1.1987 0.3752 -0.2692 0.120 -0.294 -1.708 -0.343
C 0.2693 0.5075 -1.1229 1.609 0.924 -1.882 -0.158
C -0.8413 1.5296 -0.9602 0.487 -4.236 3.120 -0.861
C 2.3323 -0.5299 -0.5526 1.049 -0.349 3.061 0.326
C -1.6359 1.1198 0.3202 -1.195 1.724 0.465 -0.091
C 3.5785 0.1190 0.2753 -0.723 -3.038 -0.980 -1.363
C -3.2142 -0.6459 0.1848 0.635 -0.274 -0.870 0.689
C 1.9666 -1.7942 0.2626 -0.643 -0.626 -2.315 -1.295
H 0.8917 -1.9818 0.2200 -0.005 -0.048 -0.142 0.297
H 4.4408 -0.2201 -0.2536 0.978 0.335 -0.540 0.366
H -2.5316 1.7830 0.2615 0.472 -0.004 0.620 0.279
H -0.1205 0.7212 1.5299 0.534 -0.042 0.178 0.289
H 2.4498 -2.6059 -0.2750 0.148 -0.532 0.488 0.369
H 3.7939 -0.2228 1.3209 -1.073 0.348 -0.795 0.260
H 2.2329 -1.7664 1.2836 0.509 0.159 0.988 0.375
H 2.7059 -0.8447 -1.6155 -1.328 1.138 1.508 0.474
H -1.4474 1.3759 -1.7682 -1.862 0.172 -2.133 0.317
H 0.3428 0.0383 -2.1893 -0.130 0.398 1.742 0.245
H 3.3872 1.1228 0.1839 0.312 2.567 0.137 0.431
H -0.6030 2.5034 -0.7627 1.254 2.485 -0.045 0.488
H -2.7225 -2.5204 0.6036 0.323 0.952 -0.057 0.338
H -4.0451 1.3351 -0.8448 -0.920 -1.714 0.842 0.140
H -1.3793 1.2368 2.4050 -0.892 -0.229 0.379 0.247
```
Positions in Å, forces in eV/Å.

Computed properties:
- HOMO energy (eV) = -9.088
- orbital gap (eV) = 9.59
- calculated total energy (eV) = -24852.91310
- SMILES = CC(C)/N=C/C[C@H](N)/N=C(/O)S
- multiplicity = 1